Record 1
92
Properties=species:S:1:pos:R:3:forces:R:3:mulliken_charge:R:1 method="wB97M-V/def2-TZVPD" total_energy_ev=-52891.4325 charge=0 homo_lumo_gap_ha=0.3482 e_lumo_ha=0.0234 relative_energy_kj_mol=14.5
C -1.537 -1.613 6.415 -0.17 0.13 -0.13 -1.40
H -0.861 -1.146 7.128 0.08 0.01 0.10 0.36
H -2.299 -2.159 6.965 -0.01 -0.11 0.08 0.46
C -2.180 -0.562 5.517 0.49 -0.09 -0.16 -0.39
H -2.757 0.138 6.123 -0.05 0.07 -0.05 0.43
C -1.128 0.231 4.738 -0.43 0.58 0.59 -1.07
C -1.724 1.423 3.967 0.33 -0.12 -0.22 0.61
C -2.699 0.929 2.906 0.01 -0.48 0.99 -0.97
C -3.964 1.625 2.567 -0.39 -0.04 0.74 1.41
C -5.125 0.856 2.051 0.15 0.03 -0.21 -1.18
C -5.063 0.010 1.032 -0.16 -0.08 0.34 -0.97
C -3.803 -0.409 0.349 -0.06 0.42 -0.33 0.70
O -3.093 -1.250 0.848 0.09 -0.22 0.00 -0.57
C -3.550 0.188 -1.026 0.42 -0.32 -0.23 0.81
C -4.579 -0.398 -2.001 0.02 0.14 0.15 -1.80
H -4.401 -0.008 -3.000 -0.01 0.02 -0.07 0.47
H -5.593 -0.136 -1.708 -0.14 -0.02 -0.03 0.44
H -4.491 -1.481 -2.035 -0.01 -0.13 -0.04 0.35
H -3.705 1.269 -0.955 -0.03 -0.01 0.05 0.41
C -2.121 -0.121 -1.487 -0.06 0.15 0.28 -1.70
H -1.902 -1.161 -1.260 -0.08 -0.10 -0.09 0.48
H -2.044 0.000 -2.567 -0.01 -0.03 -0.07 0.74
C -1.088 0.782 -0.802 0.46 -0.13 -0.25 2.29
H -1.481 1.100 0.166 0.10 -0.05 -0.03 -1.29
C -0.823 2.026 -1.657 -0.02 -0.24 -0.11 -0.92
C -0.068 3.086 -0.919 -0.24 -0.10 0.20 -0.10
O 0.742 3.833 -1.395 0.20 0.15 -0.11 -0.53
H -0.338 3.154 0.156 0.06 0.10 0.13 0.38
H -0.270 1.755 -2.559 -0.10 0.08 -0.02 0.18
H -1.776 2.474 -1.954 -0.09 0.07 -0.04 0.64
C 0.256 0.071 -0.539 -0.35 0.20 0.44 -0.79
H 0.970 0.862 -0.264 0.06 -0.10 -0.01 0.83
C 0.213 -0.950 0.636 0.38 0.15 -0.25 2.52
C -0.085 -2.377 0.158 -0.10 0.13 0.04 -1.75
H 0.269 -2.518 -0.860 0.01 -0.12 0.01 0.32
H 0.396 -3.117 0.794 0.02 -0.12 0.05 0.45
H -1.154 -2.561 0.193 -0.07 -0.09 -0.03 0.39
H -0.576 -0.633 1.322 0.02 0.03 0.00 -1.99
C 1.538 -0.898 1.422 -0.46 0.14 0.50 -0.15
O 2.631 -1.397 0.695 0.16 -0.27 -0.25 -0.63
H 2.331 -2.070 0.067 0.12 0.02 -0.08 0.41
C 1.415 -1.617 2.797 0.14 0.24 -0.17 -1.04
C 0.875 -0.668 3.835 0.55 -0.26 -0.01 0.43
O 1.552 0.007 4.565 0.04 0.07 -0.01 -0.62
O -0.464 -0.655 3.831 -0.50 -0.08 -0.14 -0.12
H 0.764 -2.485 2.723 0.03 -0.07 0.00 0.23
H 2.418 -1.920 3.098 -0.11 0.04 0.03 0.49
H 1.796 0.150 1.639 -0.10 -0.08 -0.05 0.64
O 0.705 -0.547 -1.738 -0.01 0.07 -0.09 -0.11
C 1.980 -0.226 -2.156 0.52 -0.35 -0.05 -0.79
O 1.903 0.927 -2.961 -0.24 -0.09 -0.07 -0.18
C 3.163 1.372 -3.424 0.32 0.23 -0.32 0.41
C 2.927 2.680 -4.167 0.01 -0.33 0.37 -1.59
H 3.874 3.113 -4.478 0.10 0.07 -0.07 0.42
H 2.410 3.373 -3.508 -0.03 0.11 0.03 0.34
H 2.306 2.503 -5.041 -0.06 -0.02 -0.14 0.35
C 3.810 0.295 -4.304 -0.04 -0.11 0.44 -0.89
H 4.792 0.633 -4.636 0.03 0.04 -0.07 0.32
H 3.175 0.131 -5.176 -0.01 0.06 -0.09 0.37
C 3.935 -1.001 -3.491 -0.33 0.09 -0.02 -0.14
N 4.548 -2.151 -4.148 0.04 -0.06 0.14 0.11
C 4.039 -2.448 -5.473 0.02 -0.05 0.06 -1.12
H 4.378 -3.446 -5.754 -0.04 0.00 -0.09 0.40
H 2.952 -2.448 -5.461 -0.08 -0.02 -0.08 0.32
H 4.388 -1.739 -6.236 -0.03 0.02 -0.02 0.35
C 5.996 -2.105 -4.150 -0.04 -0.04 0.04 -1.00
H 6.373 -3.061 -4.513 0.10 0.01 -0.01 0.36
H 6.356 -1.956 -3.133 0.07 0.00 0.02 0.31
H 6.402 -1.309 -4.790 0.03 0.02 -0.03 0.33
H 4.552 -0.794 -2.606 -0.05 -0.02 -0.05 0.34
C 2.551 -1.405 -2.959 -0.06 0.55 -0.06 -0.10
O 2.651 -2.532 -2.126 -0.03 -0.17 0.28 -0.56
H 3.346 -3.086 -2.512 0.05 0.04 -0.05 0.47
H 1.851 -1.607 -3.783 0.07 0.09 0.01 0.09
H 3.814 1.555 -2.551 -0.05 -0.01 -0.09 0.35
H 2.653 -0.034 -1.298 -0.20 -0.03 -0.12 0.79
H -5.954 -0.496 0.687 -0.17 -0.01 -0.01 0.52
H -6.068 1.073 2.534 -0.16 -0.08 0.00 0.45
C -4.337 2.914 3.268 0.20 -0.19 -0.28 -2.01
H -4.786 2.695 4.235 -0.06 0.02 0.09 0.41
H -3.461 3.539 3.411 0.06 0.04 0.07 0.43
H -5.055 3.466 2.665 -0.07 0.08 -0.01 0.48
O -2.839 1.665 1.720 0.27 0.61 -1.02 -0.42
H -2.662 -0.144 2.738 -0.11 0.05 -0.06 0.85
C -0.615 2.262 3.329 -0.24 0.00 0.18 -1.56
H -1.036 3.132 2.832 0.03 0.06 -0.07 0.46
H -0.080 1.674 2.585 0.11 -0.02 -0.12 -0.02
H 0.093 2.592 4.085 0.10 0.01 0.03 0.52
H -2.253 2.039 4.702 0.04 -0.06 0.01 0.63
H -0.372 0.616 5.436 -0.21 -0.06 -0.14 0.90
H -2.857 -1.047 4.814 -0.14 0.03 -0.04 0.30
H -0.968 -2.322 5.818 0.06 -0.11 -0.01 0.22

---

Record 2
141
Properties=species:S:1:pos:R:3:forces:R:3:mulliken_charge:R:1 method="wB97M-V/def2-TZVPD" total_energy_ev=-176480.3283 charge=0 smiles="O=S1(=O)CCCC1.O=S1(=O)CCCC1.O=S1(=O)CCCC1.O=S1(=O)CCCC1.O=S1(=O)CCCC1.O=S1(=O)CCCC1.O=S1(=O)CCCC1.O=S1(=O)CCCC1.O=S1(=O)CCCC1.CC#N" homo_lumo_gap_ha=0.3422 e_lumo_ha=-0.0082 relative_energy_kj_mol=222.7
O -2.440 -5.772 -2.904 0.19 0.28 -0.43 -0.66
S -1.488 -5.977 -1.856 -0.85 -0.62 1.78 1.15
O -0.374 -6.876 -1.997 0.54 -0.32 -0.72 -0.68
C -0.790 -4.515 -1.093 -0.34 -0.48 -0.02 -0.37
C -0.442 -5.095 0.288 0.98 -0.16 0.25 -0.62
C -1.627 -5.919 0.861 -0.19 0.70 -1.33 0.03
C -2.355 -6.588 -0.346 1.25 0.68 -0.29 -1.00
H -1.495 -3.682 -1.177 0.00 -0.13 0.36 -0.17
H 0.096 -4.303 -1.668 0.32 0.24 -0.20 0.51
H 0.425 -5.792 0.157 -0.56 0.71 0.02 0.42
H -0.136 -4.306 0.997 -0.13 -0.25 -0.29 0.39
H -2.278 -5.152 1.292 -0.28 -0.58 0.31 -0.50
H -1.236 -6.633 1.583 -0.35 0.07 0.12 0.46
H -3.384 -6.364 -0.489 -0.89 0.54 0.26 0.50
H -2.253 -7.654 -0.423 0.26 -0.54 0.16 0.39
O -4.690 -3.893 0.787 0.32 0.16 0.61 -0.65
S -4.620 -2.827 1.768 0.58 0.25 0.05 1.19
O -5.578 -1.750 1.645 0.16 0.07 0.13 -0.65
C -4.661 -3.459 3.497 -1.46 -0.25 -0.95 -0.89
C -3.610 -2.664 4.236 0.13 -0.43 0.35 -0.47
C -2.430 -2.641 3.297 0.45 0.90 -1.19 -0.19
C -2.917 -2.080 1.942 -1.12 -0.78 0.08 0.14
H -4.495 -4.533 3.347 0.34 0.20 0.48 0.37
H -5.708 -3.321 3.828 0.59 0.00 -0.11 0.45
H -3.983 -1.664 4.456 0.01 0.09 -0.04 0.23
H -3.306 -3.121 5.181 -0.27 -0.04 -0.05 0.39
H -2.122 -3.673 3.102 0.27 0.08 0.19 0.24
H -1.581 -2.043 3.640 -0.06 -0.25 0.14 -0.08
H -2.285 -2.305 1.095 0.05 -0.39 -0.26 0.01
H -3.164 -1.030 1.877 0.22 0.45 0.48 -0.05
O 0.325 -0.798 4.645 0.41 1.56 0.16 -0.82
S 0.812 0.517 4.206 1.45 -1.82 -0.60 1.16
O -0.013 1.225 3.257 -0.15 0.47 0.30 -0.28
C 1.398 1.622 5.534 -1.30 -0.87 0.70 -0.89
C 2.903 1.968 5.348 -1.80 0.01 -0.91 -0.75
C 3.205 1.627 3.870 -0.61 0.13 0.11 -0.18
C 2.495 0.327 3.540 -1.29 0.21 0.34 0.34
H 1.161 1.021 6.436 0.22 0.68 -0.26 0.45
H 0.648 2.414 5.409 0.61 0.32 0.46 0.33
H 3.029 3.028 5.579 0.26 -0.17 -0.11 0.42
H 3.502 1.376 6.007 0.32 -0.35 0.48 0.29
H 4.260 1.508 3.737 0.67 0.15 -0.34 0.59
H 2.800 2.413 3.247 0.22 0.23 -0.34 -0.24
H 2.885 -0.434 4.185 0.35 -0.85 0.06 0.18
H 2.309 -0.014 2.519 0.57 0.23 -0.01 -0.58
O -2.517 -1.553 -2.029 -0.23 0.06 0.13 -0.32
S -3.789 -1.224 -2.647 -1.08 2.13 0.49 1.11
O -4.505 -2.218 -3.382 -0.18 -0.70 -0.44 -0.76
C -5.034 -0.410 -1.467 1.23 0.06 -0.94 -0.21
C -5.473 0.845 -2.277 -0.65 -0.69 1.19 -0.86
C -4.230 1.454 -2.869 -0.02 -1.70 -1.67 0.04
C -3.594 0.297 -3.705 0.64 -0.43 2.16 -0.47
H -4.518 -0.180 -0.528 -0.18 0.00 -0.24 -0.31
H -5.787 -1.173 -1.347 -0.25 -0.07 0.22 0.58
H -6.149 0.481 -3.057 0.01 0.25 -0.07 0.39
H -6.033 1.561 -1.646 0.29 -0.43 -0.19 0.38
H -3.549 1.747 -2.101 0.44 0.45 0.43 -0.31
H -4.445 2.227 -3.582 -0.04 0.72 0.04 0.54
H -2.513 0.381 -3.749 0.10 0.15 -0.49 -0.20
H -4.065 0.075 -4.643 -0.22 0.08 -0.44 0.43
O -1.992 3.633 -7.517 0.46 -0.52 1.09 -0.71
S -1.865 2.983 -6.215 1.40 -0.70 -1.23 1.04
O -2.989 3.063 -5.327 -0.35 -0.11 0.59 -0.55
C -1.312 1.184 -6.369 -0.61 1.43 -0.32 -0.64
C 0.015 1.049 -5.627 0.96 -0.68 -0.20 -0.56
C 0.099 2.174 -4.586 -0.28 0.11 -0.21 0.93
C -0.334 3.441 -5.331 -1.47 0.03 0.49 -1.01
H -1.168 1.033 -7.429 -0.38 -0.26 -0.24 0.49
H -2.220 0.724 -5.981 0.47 -0.64 0.00 0.15
H 0.176 0.023 -5.161 -0.27 1.26 -0.60 0.24
H 0.872 1.232 -6.378 -1.27 -0.44 1.04 0.41
H 1.120 2.245 -4.226 -0.11 0.16 0.15 -0.04
H -0.569 1.969 -3.723 0.28 0.18 -0.42 -0.37
H 0.307 3.736 -6.135 0.76 0.24 -0.25 0.47
H -0.630 4.281 -4.698 0.31 0.00 -0.06 0.35
O 2.003 -0.863 -2.931 0.61 0.54 -0.10 -0.77
S 2.983 0.187 -2.713 -0.22 -0.18 -0.38 1.54
O 2.543 1.573 -2.771 0.12 -0.32 -0.21 -0.72
C 3.809 -0.007 -1.176 0.57 0.82 1.11 0.98
C 5.230 -0.482 -1.463 -0.02 0.20 -0.79 -0.68
C 5.647 0.248 -2.766 -0.40 -1.65 0.11 -0.79
C 4.471 -0.030 -3.730 0.09 2.57 -0.66 -1.01
H 3.273 -0.735 -0.598 -0.50 -0.05 0.43 -0.92
H 3.781 1.017 -0.727 0.05 -0.90 -0.11 -0.14
H 5.944 -0.244 -0.675 -0.26 -0.24 0.17 0.41
H 5.183 -1.567 -1.657 0.34 0.32 0.22 0.30
H 6.583 -0.191 -3.133 -0.22 0.31 -0.12 0.41
H 5.783 1.295 -2.548 -0.05 0.42 -0.20 0.37
H 4.444 -0.984 -4.190 0.12 -1.19 -0.07 0.52
H 4.431 0.720 -4.566 -0.15 -0.60 0.81 0.35
O -2.761 1.694 0.154 -0.55 0.26 -0.27 -0.28
S -3.364 2.645 1.062 0.85 1.07 0.64 0.95
O -4.718 3.102 0.911 -0.25 -0.24 -0.43 -0.85
C -3.087 2.068 2.696 1.13 -0.28 1.31 -0.27
C -2.494 3.268 3.522 -0.17 -0.53 -0.45 -0.98
C -1.524 3.958 2.562 0.15 0.00 -0.51 0.36
C -2.312 4.140 1.252 -0.24 0.20 -0.03 -0.75
H -2.330 1.270 2.580 -0.16 0.48 0.22 -0.26
H -3.972 1.616 3.117 -0.45 0.09 -0.01 0.71
H -3.288 3.959 3.852 0.20 -0.25 -0.30 0.43
H -1.960 2.950 4.416 -0.16 -0.36 -0.04 0.25
H -0.617 3.361 2.352 -0.60 -0.16 0.21 -0.36
H -1.125 4.884 2.987 -0.39 0.20 -0.21 0.54
H -1.670 4.268 0.386 -0.11 -0.18 -0.16 -0.23
H -3.061 4.948 1.272 0.39 -0.17 0.15 0.47
O 1.838 2.645 1.019 0.36 0.66 -0.52 -0.19
S 2.419 3.657 0.147 -0.19 1.58 0.41 1.10
O 3.791 3.520 -0.314 -0.63 -0.30 0.29 -0.75
C 1.353 4.040 -1.259 0.99 -0.44 -1.08 0.11
C 0.717 5.449 -1.103 0.07 -1.22 -0.18 -0.27
C 1.773 6.268 -0.364 0.67 -1.04 -0.15 -0.65
C 2.276 5.379 0.817 -0.67 0.49 -0.05 -0.92
H 0.709 3.177 -1.404 -0.36 0.18 0.04 -0.50
H 2.125 3.967 -2.067 -0.83 0.36 0.33 0.37
H 0.474 5.873 -2.086 0.16 -0.15 0.21 0.35
H -0.235 5.326 -0.577 0.26 0.33 0.18 -0.06
H 1.407 7.248 -0.066 0.15 -0.04 0.21 0.43
H 2.611 6.376 -1.077 -0.25 0.30 0.36 0.27
H 1.579 5.459 1.647 -0.40 -0.54 -0.02 0.26
H 3.205 5.717 1.241 0.70 -0.15 -0.19 0.52
O 4.505 -5.229 3.813 -0.32 0.19 -0.34 -0.69
S 4.897 -4.392 2.707 0.45 0.18 0.98 1.22
O 6.201 -4.576 2.134 0.61 -0.49 -0.46 -0.67
C 3.763 -4.303 1.354 0.52 -1.68 -0.46 -0.70
C 3.650 -2.871 0.980 2.86 1.38 -0.85 0.80
C 4.778 -1.996 1.748 0.21 -1.44 -0.72 -0.50
C 4.910 -2.654 3.096 -1.14 -0.34 0.64 -0.89
H 2.821 -4.747 1.602 -0.49 -0.30 0.31 0.30
H 4.272 -4.953 0.605 -0.50 0.55 0.33 0.37
H 3.820 -2.790 -0.111 -0.38 0.24 0.52 0.26
H 2.735 -2.447 1.261 -1.28 0.29 0.13 -0.60
H 4.458 -0.964 1.821 0.14 0.20 -0.13 0.27
H 5.794 -2.116 1.313 -0.84 0.44 -0.32 0.36
H 4.065 -2.434 3.751 0.06 -0.03 0.12 0.15
H 5.848 -2.564 3.611 0.38 0.48 0.26 0.62
C -0.298 0.183 -0.708 -1.78 1.89 -0.43 0.98
C 0.414 -0.640 0.201 0.34 -0.38 -0.24 0.63
N 1.051 -1.246 0.935 -0.08 -0.21 0.44 -0.83
H 0.337 1.029 -1.044 -0.35 -0.44 0.40 -0.85
H -1.243 0.555 -0.219 1.35 -0.03 -0.14 -0.37
H -0.753 -0.261 -1.586 0.60 -0.84 -0.11 0.33

---

Record 3
37
Properties=species:S:1:pos:R:3:forces:R:3:mulliken_charge:R:1 method="wB97M-V/def2-TZVPD" total_energy_ev=-19868.8433 charge=0 smiles="Cc1c[nH]c2ccccc12.CCN(C)C(C)=O" homo_lumo_gap_ha=0.3252 e_lumo_ha=0.0309 relative_energy_kj_mol=226.9
C -3.432 -1.657 0.690 -0.70 -0.37 -0.94 -1.31
C -2.978 -0.245 0.824 -0.85 -0.38 -0.21 0.64
C -3.711 0.892 0.618 1.03 0.38 -0.46 -0.79
N -2.899 2.009 0.832 -0.31 -0.69 0.10 -0.06
C -1.661 1.569 1.240 0.04 0.05 -0.32 -0.45
C -0.453 2.247 1.384 0.91 0.59 0.40 -0.74
C 0.679 1.594 1.864 -1.35 -0.37 -0.18 -0.38
C 0.559 0.221 2.157 0.46 -0.03 -1.08 -0.72
C -0.513 -0.475 1.633 -0.16 -1.26 1.13 -0.32
C -1.701 0.153 1.290 0.75 1.55 -0.41 1.07
H -3.097 -2.223 -0.196 0.98 0.41 0.33 0.24
H -4.491 -1.693 0.401 -0.16 0.10 1.03 0.37
H -3.169 -2.217 1.590 -0.44 -0.17 -0.15 0.32
H -4.696 1.045 0.211 -0.13 -0.20 0.17 0.42
H -3.154 2.936 0.545 0.14 0.07 0.16 0.19
H -0.299 3.288 1.133 -0.49 0.14 -0.14 0.34
H 1.627 2.108 1.807 0.07 0.02 0.62 0.37
H 1.389 -0.356 2.546 0.14 0.14 -0.11 0.57
H -0.436 -1.558 1.525 -0.11 0.08 0.42 0.32
C 3.633 -0.787 0.594 -1.59 1.18 -0.08 -1.16
C 2.562 -0.230 -0.392 0.98 1.31 0.11 0.47
N 2.377 -1.078 -1.575 -0.31 1.21 0.02 0.01
C 3.530 -0.984 -2.514 -0.54 -1.41 -0.08 -1.02
C 1.134 -0.729 -2.197 0.28 0.17 -1.10 0.57
C -0.123 -1.434 -1.793 -0.47 -1.19 0.64 -0.77
O 1.095 0.027 -3.143 0.02 -0.02 0.06 -0.59
H 4.297 -1.387 -0.015 0.05 -0.65 0.59 0.42
H 3.064 -1.191 1.424 0.48 -1.25 -0.04 0.24
H 4.209 0.004 1.085 0.00 0.16 -0.46 0.29
H 1.599 0.101 -0.002 0.01 -0.97 0.51 -0.48
H 2.935 0.771 -0.663 0.16 -0.08 -0.73 0.29
H 3.212 -0.724 -3.523 -0.07 0.36 0.21 0.36
H 4.371 -0.347 -2.210 -0.46 -0.20 0.17 0.31
H 3.787 -2.044 -2.562 1.03 0.22 -0.25 0.34
H 0.041 -2.460 -1.448 0.42 0.23 0.23 0.36
H -0.692 -0.940 -1.010 0.08 0.32 0.07 -0.18
H -0.786 -1.573 -2.644 0.11 0.55 -0.22 0.44

---

Record 4
15
Properties=species:S:1:pos:R:3:forces:R:3:mulliken_charge:R:1 method="wB97M-V/def2-TZVPD" total_energy_ev=-22917.4882 charge=0 smiles="CS(=O)(=O)OCCF" homo_lumo_gap_ha=0.4241 e_lumo_ha=0.0192 relative_energy_kj_mol=0.0
C 2.171 -1.160 -0.380 0.02 -3.24 2.53 -1.05
S 1.300 0.137 0.223 -2.54 4.49 0.27 1.21
O 1.527 1.567 -0.206 -0.04 -4.46 0.10 -0.65
O 1.266 -0.061 1.619 0.13 -0.07 1.65 -0.60
O -0.149 -0.369 -0.350 1.54 0.55 -0.22 -0.27
C -1.121 0.625 -0.481 -2.91 -0.34 -0.49 -0.48
C -2.256 0.420 0.484 -0.15 0.31 0.57 -0.29
F -2.951 -0.767 0.162 -0.20 1.29 0.21 -0.29
H 3.159 -1.054 -0.083 1.91 0.36 1.33 0.46
H 1.822 -2.205 0.027 0.19 2.37 -0.95 0.27
H 2.302 -1.083 -1.357 -0.28 -0.17 -4.74 0.45
H -0.886 1.608 -0.232 1.71 1.67 0.22 0.38
H -1.533 0.670 -1.493 0.35 -0.34 -0.09 0.33
H -1.796 0.250 1.452 -0.09 -0.14 0.36 0.25
H -2.855 1.422 0.614 0.34 -2.28 -0.75 0.27